Below is C38H33F3IrN3P as an isolated structure at a distorted geometry, with properties calculated with ωB97M-V with the def2-TZVPD basis set.

Last column: Mulliken charge in e.
Atoms and positions in Å:
Ir  -0.29358  0.18995  0.55232  1.316
C  4.58883  3.67914  -1.52051  -0.532
C  4.96716  2.34494  -1.52717  -0.752
C  4.13860  1.38162  -0.96967  -0.384
C  2.94237  1.78465  -0.37625  0.619
C  2.55117  3.12689  -0.38102  -0.442
C  3.37978  4.07210  -0.95453  -0.799
P  1.94012  0.60357  0.49348  1.465
C  2.48984  -1.05779  0.06508  0.418
C  3.22463  -1.85993  0.93375  -0.592
C  3.57247  -3.14736  0.54674  -0.745
C  3.18850  -3.63218  -0.69591  -0.635
C  2.47063  -2.82534  -1.57160  -0.807
C  2.11830  -1.54145  -1.19219  -0.247
C  2.10353  0.90577  2.25771  -0.083
C  3.29123  0.95999  2.94177  -0.016
C  3.28329  1.24314  4.32513  -1.093
C  2.11172  1.53646  4.96783  -0.813
C  0.87741  1.56166  4.27142  0.664
C  -0.34581  1.97364  4.86066  -0.858
C  -1.49265  2.05612  4.11908  -0.858
C  -1.50654  1.68150  2.75307  -0.565
C  -0.34474  1.21792  2.19216  0.335
C  0.88330  1.19806  2.91027  -0.260
H  5.23632  4.42090  -1.96860  0.420
H  5.90618  2.04805  -1.97386  0.437
H  4.42870  0.33965  -0.99327  0.430
H  1.60737  3.42669  0.06067  0.451
H  3.08657  5.11277  -0.96504  0.439
H  3.53048  -1.48959  1.90299  0.421
H  4.15430  -3.76853  1.21463  0.469
H  3.46280  -4.63704  -0.98896  0.448
H  2.19400  -3.19569  -2.55025  0.527
H  1.57543  -0.90416  -1.88505  0.546
H  4.23443  0.80730  2.43032  0.637
H  4.21766  1.25706  4.86885  0.452
H  2.11874  1.78738  6.02138  0.449
H  -0.35199  2.25948  5.90483  0.468
H  -2.41066  2.40003  4.57590  0.443
H  -2.42284  1.74285  2.18065  0.540
F  -5.72279  3.57756  -6.18380  -0.236
C  -5.32899  4.44562  -5.24071  0.775
F  -4.67749  5.44084  -5.85697  -0.234
F  -6.42183  4.95785  -4.66984  -0.269
C  -4.43024  3.76403  -4.23431  0.315
C  -4.75682  3.74989  -2.88731  -0.589
C  -3.91501  3.11849  -1.98865  -0.665
C  -2.74610  2.50349  -2.44634  0.578
C  -2.42285  2.52928  -3.81008  -0.641
C  -3.26735  3.15821  -4.70009  -0.873
C  -1.90282  1.82013  -1.52812  0.891
C  -1.20817  1.18560  -0.74225  -1.232
H  -5.66562  4.22373  -2.54534  0.503
H  -4.15798  3.09509  -0.93535  0.464
H  -1.51255  2.05877  -4.15554  0.481
H  -3.02994  3.18461  -5.75523  0.417
C  -1.44473  -4.70296  -1.63345  -0.607
C  -1.68953  -3.28321  -2.09281  -0.672
N  -1.24686  -2.36792  -1.03940  0.163
C  -1.14684  -2.67502  0.26710  0.732
N  -0.67453  -1.73301  1.11353  -0.605
C  -0.60582  -2.02248  2.56540  -0.277
C  -0.41562  -3.50378  2.81204  -0.829
C  -1.50373  -4.26194  2.09296  -0.586
N  -1.51186  -3.89161  0.67557  0.085
C  -2.07279  -4.87013  -0.26579  -0.636
H  -0.37225  -4.90071  -1.57446  0.236
H  -1.88462  -5.40985  -2.33444  0.394
H  -2.74980  -3.12609  -2.30209  0.354
H  -1.13135  -3.05055  -2.99850  0.415
H  -1.05908  -1.41628  -1.31238  -0.281
H  -1.51331  -1.66292  3.05728  0.268
H  0.23418  -1.47084  2.98584  0.186
H  -0.46116  -3.70347  3.88197  0.410
H  0.56246  -3.82413  2.44520  0.283
H  -2.48204  -4.05357  2.53534  0.239
H  -1.33890  -5.33644  2.14547  0.454
H  -3.15805  -4.74651  -0.32111  0.251
H  -1.87419  -5.85999  0.13985  0.424

Output
- lowest unoccupied orbital energy (alpha / beta) (eV) = -7.05 / -7.77
- charge = +2
- orbital gap (alpha / beta) (hartree) = 0.229 / 0.207
- relative energy (zero: lowest compared OMol25 entry of this formula, charge and spin) (kJ/mol) = 0.0
- multiplicity = 2
- F_max (eV Å⁻¹) = 1.4
- <S²> = 0.780